7 unconnected molecules or ions with the total composition C25H70N6O7, computed with wB97M-V/def2-TZVPD.

Kohn-Sham gap in eV: 9.19
Lowest unoccupied orbital energy in eV: 0.697
DFT total energy in eV: -50328.0034
SMILES: COC[C@H](C)N.COC[C@H](C)N.COC[C@H](C)N.COC[C@H](C)N.COC[C@H](C)N.COC[C@H](C)N.CO

```
! RIJCOSX wB97M-V def2-TZVPD def2/J DEFGRID3
* xyz 0 1
C 4.0072 -2.7708 2.9552
C 4.1194 -1.2664 3.1601
C 3.4944 -0.4191 2.0751
O 4.0007 0.9276 2.0065
C 5.2780 1.0879 1.3824
N 3.7031 -0.9223 4.5290
H 4.6725 -3.2069 3.6660
H 4.2203 -3.1663 1.9594
H 2.9850 -3.0350 3.1289
H 5.1774 -0.9512 3.1879
H 2.4176 -0.2895 2.1128
H 3.7096 -0.9571 1.1338
H 6.0866 0.6601 1.9542
H 5.3222 2.1765 1.3379
H 5.2908 0.7014 0.3373
H 4.0570 -0.0215 4.6846
H 2.6501 -0.8750 4.5350
C 2.6530 4.6993 1.8431
C 1.8982 3.8924 0.7996
C 1.0871 4.7879 -0.0984
O 0.0247 5.2827 0.6750
C -0.6555 6.3834 0.1370
N 2.7989 3.0958 -0.1471
H 2.0450 5.3628 2.4487
H 3.3475 5.2383 1.2357
H 3.3129 4.0479 2.4722
H 1.2518 3.0899 1.1902
H 0.6454 4.1672 -0.9611
H 1.7125 5.5591 -0.5105
H 0.0269 7.2633 0.0796
H -1.5081 6.6626 0.7242
H -0.8827 6.1447 -0.9052
H 2.2215 2.5086 -0.7398
H 3.3767 2.4104 0.3391
C 0.1905 -3.8261 0.7633
C -0.7445 -3.1389 1.6467
C -0.0579 -2.0042 2.4058
O 0.8891 -2.2846 3.3651
C 0.6473 -3.3006 4.2679
N -1.9141 -2.4787 0.9731
H -0.2500 -4.8275 0.5533
H 1.0487 -4.0860 1.4306
H 0.4887 -3.1743 -0.1144
H -1.1498 -3.7221 2.4491
H -0.8143 -1.4381 2.9453
H 0.4411 -1.4449 1.5956
H -0.4188 -3.1926 4.7678
H 1.3844 -3.1792 5.0917
H 0.7822 -4.3602 3.8870
H -2.4367 -1.8713 1.6527
H -1.5247 -1.8153 0.2798
C -2.1881 2.0970 -2.4577
C -3.0662 0.8589 -2.3164
C -2.8663 -0.0847 -3.4946
O -3.3488 0.4757 -4.7124
C -3.4997 -0.4772 -5.7519
N -2.7060 0.0310 -1.1270
H -2.3295 2.6429 -3.4025
H -1.1222 1.8612 -2.4883
H -2.3654 2.8045 -1.6870
H -4.1118 1.1784 -2.3308
H -3.3589 -1.0425 -3.3075
H -1.7793 -0.2645 -3.5386
H -2.6204 -1.1808 -5.8306
H -3.7551 0.1370 -6.6424
H -4.3568 -1.1077 -5.5411
H -3.2879 -0.7760 -1.0936
H -2.6129 0.4980 -0.2262
C -3.9263 -0.5804 4.8234
C -3.8732 0.4495 3.6720
C -2.6090 1.2706 3.4706
O -2.7642 1.8760 2.2116
C -1.8998 3.0017 2.0207
N -4.1426 -0.2583 2.4617
H -3.8390 -0.0992 5.8355
H -3.2176 -1.3719 4.6821
H -4.8712 -0.9997 4.7446
H -4.6961 1.2076 3.8322
H -1.7837 0.5379 3.4729
H -2.4644 1.9512 4.3256
H -2.1110 3.7953 2.7378
H -2.0715 3.3416 0.9616
H -0.8141 2.7157 2.0435
H -4.3633 0.2920 1.6621
H -4.5968 -1.1196 2.5903
C 0.9327 -0.7786 -5.7377
C 0.9500 -1.8496 -4.7607
C 0.3628 -3.1686 -5.2855
O 0.0000 -4.1045 -4.3224
C -1.1278 -3.7850 -3.4892
N 2.3291 -2.0252 -4.2954
H -0.0752 -0.5275 -6.0389
H 1.4705 -1.0983 -6.6169
H 1.5689 0.0086 -5.4217
H 0.2851 -1.6168 -3.9805
H 1.0691 -3.6757 -5.9886
H -0.4794 -2.8854 -5.9484
H -2.0568 -3.7981 -4.1204
H -1.0135 -2.8726 -2.9061
H -1.1269 -4.6601 -2.7355
H 3.1189 -2.0489 -5.0013
H 2.4098 -2.7272 -3.5701
C 0.9551 0.1131 -1.7545
O 0.0063 -0.9464 -1.5581
H 0.4020 1.0381 -1.6657
H 1.7876 0.0829 -0.9878
H 1.4400 0.0341 -2.7221
H -0.8982 -0.4938 -1.3808
*
```

A gas-phase ion, C3H7N2OS (charge +1), computed with wB97M-V/def2-TZVPD.

Kohn-Sham gap in eV: 9.43
Lowest unoccupied orbital energy in eV: -4.447
DFT total energy in eV: -19078.2821
SMILES: [NH3+][C@]1(S)C=NCO1

```
! RIJCOSX wB97M-V def2-TZVPD def2/J DEFGRID3
* xyz 1 1
C 0.3270 -0.5326 0.9478
C 1.4935 -0.8277 -0.8423
C -0.3221 0.2743 -0.0766
N 1.2793 -1.2068 0.4598
N -0.7680 1.5790 0.3872
O 0.4928 0.2529 -1.1145
S -2.1213 -0.8275 -0.4426
H 0.0222 -0.4544 1.9985
H 2.4445 -0.3656 -0.9050
H 1.4482 -1.6048 -1.6190
H -0.0055 2.3203 0.7562
H -1.4265 1.2700 1.1984
H -1.4433 2.0945 -0.2649
H -1.4207 -1.9714 -0.4830
*
```

A molecular structure, C27H39N2O5Pd, computed with wB97M-V/def2-TZVPD.

Kohn-Sham gap (spin up / spin down) in eV: 7.69 / 3.44
Lowest unoccupied orbital energy (spin up / spin down) in eV: -3.096 / -7.283
DFT total energy in eV: -45314.8910

```
! RIJCOSX wB97M-V def2-TZVPD def2/J DEFGRID3
* xyz 1 5
O 1.1420 1.4757 -2.9310
C 2.4530 0.7836 -3.2545
C 2.2408 0.9022 -4.7468
H 2.4825 -0.2163 -2.8017
H 3.2806 1.4017 -2.9017
C 1.1057 1.8743 -4.3431
H 1.8579 -0.0479 -5.1448
H 3.0683 1.3309 -5.3213
C -0.1937 1.5459 -5.0337
H -0.3645 0.4653 -4.9797
H -0.1459 1.8691 -6.0849
H -1.0278 2.0695 -4.5485
C 1.4907 3.3389 -4.5020
H 2.4024 3.5504 -3.9294
H 0.6989 3.9935 -4.1045
H 1.6514 3.6161 -5.5596
Pd 0.9416 2.1552 -0.7543
C 1.4106 3.3319 0.8607
C 1.4696 1.9475 1.2363
C 2.4467 1.3126 0.4077
H 0.8778 1.4843 2.0018
C 2.9470 2.3004 -0.5026
C 2.3467 3.5613 -0.1905
H 2.5594 4.5169 -0.6926
H 0.7790 4.0912 1.3042
H 2.6941 0.2604 0.3936
H 3.6501 2.1180 -1.3001
C -2.8245 2.0408 2.0415
C -1.9856 2.6667 1.0774
C -2.2134 2.0402 -0.1793
H -1.2870 3.4730 1.2851
C -3.1210 0.9528 0.0385
C -3.5657 1.0094 1.3833
H -4.3015 0.3599 1.8548
H -2.8869 2.2793 3.0979
H -1.8174 2.3630 -1.1404
H -3.3977 0.1991 -0.6954
O -0.6174 -2.3832 -3.8357
C -1.0845 -1.7784 -2.5819
C 0.1503 -1.4621 -1.7416
H -1.6759 -2.5270 -1.9958
H -1.7221 -0.9087 -2.8016
C 1.0093 -2.7027 -2.0394
H -0.1078 -1.3267 -0.6840
H 0.6700 -0.5487 -2.0564
C 0.5123 -3.1787 -3.4344
H 0.7661 -3.4644 -1.2817
H 2.0927 -2.5330 -2.0411
H 0.2148 -4.2440 -3.4004
H 1.3273 -3.0801 -4.1710
C -1.4129 0.2521 4.2662
C -1.8261 -1.1854 4.0822
C -0.6759 -2.1813 3.7364
C 0.2311 -2.4958 4.9484
C 0.6865 -1.3424 5.8097
C -1.2802 -3.5138 3.2753
O -1.4882 -4.4892 3.9813
N -1.6168 -3.5161 1.9388
C -1.5822 -2.3915 1.0899
O -2.3980 -2.3104 0.1649
N -0.5780 -1.5005 1.3389
C 0.1012 -1.6492 2.4976
O 1.2942 -1.3082 2.6117
H -0.7483 0.3827 5.1207
H -2.3008 0.8710 4.4109
H -0.9014 0.6187 3.3708
H -2.3229 -1.5707 4.9829
H -2.5614 -1.2112 3.2645
H -0.3371 -3.2083 5.5630
H 1.1027 -3.0404 4.5571
H -0.1470 -0.9789 6.4199
H 1.4735 -1.7059 6.4788
H 1.1054 -0.5425 5.1912
H -2.2166 -4.2620 1.6236
*
```

A molecular structure, C43H44BCl2N5O6SSn, computed with wB97M-V/def2-TZVPD.

Kohn-Sham gap (spin up / spin down) in eV: 3.95 / 3.55
Lowest unoccupied orbital energy (spin up / spin down) in eV: 3.927 / 3.927
DFT total energy in eV: -107432.6514

```
! RIJCOSX wB97M-V def2-TZVPD def2/J DEFGRID3
* xyz -2 1
Sn -0.6995 -0.4443 -0.6832
O -3.2410 1.0426 0.2665
C -3.8121 0.8757 1.5177
C -4.6041 1.8605 2.0690
C -5.1988 1.7118 3.3250
C -4.9550 0.5203 4.0258
C -4.1786 -0.4649 3.4666
C -3.5859 -0.3694 2.1648
C -2.9233 -1.5147 1.6829
N -2.2474 -1.7334 0.5412
N -1.9758 -3.0879 0.4007
C -1.1619 -3.3279 -0.5672
O -0.5874 -2.4306 -1.3347
C -0.8683 -4.7508 -0.8909
C -0.9465 -5.7569 0.0718
C -0.6432 -7.0708 -0.2548
C -0.2702 -7.4065 -1.5528
C -0.1991 -6.4095 -2.5175
C -0.4869 -5.0903 -2.1879
H -4.7570 2.7765 1.5103
H -5.8034 2.5066 3.7438
H -5.3806 0.3691 5.0128
H -3.9954 -1.3781 4.0225
H -3.0227 -2.3883 2.3268
H -1.2436 -5.4792 1.0755
H -0.6922 -7.8394 0.5087
H -0.0268 -8.4326 -1.8047
H 0.0821 -6.6611 -3.5343
H -0.4180 -4.2992 -2.9256
N 3.3252 -0.7571 -3.3672
C 4.4827 -0.1328 -2.9364
C 5.6655 -0.2462 -3.6640
C 6.8395 0.3514 -3.2194
C 6.8399 1.0866 -2.0444
C 5.6551 1.2154 -1.3225
C 4.4829 0.6048 -1.7460
S 3.0187 0.6579 -0.7923
N 1.7736 0.3053 -1.8777
C 2.0166 -0.4463 -2.9395
C 0.9520 -0.9529 -3.7401
C 1.1388 -1.8596 -4.8290
C 0.0587 -2.3231 -5.5275
C -1.2378 -1.8950 -5.1786
C -1.3415 -1.0310 -4.0975
N -0.3206 -0.5576 -3.4000
H 3.3941 -1.2285 -4.2484
H 5.6614 -0.8212 -4.5848
H 7.7466 0.2502 -3.8028
H 7.7458 1.5658 -1.6931
H 5.6360 1.7926 -0.4035
H 2.1204 -2.2343 -5.0925
H 0.2014 -3.0380 -6.3303
H -2.1165 -2.2372 -5.7076
H -2.3206 -0.6874 -3.7669
Cl 1.2614 5.8075 0.1663
C 0.8435 4.3497 1.1273
Cl 0.5971 2.9267 0.1569
H -0.0722 4.5656 1.6623
H 1.6669 4.1639 1.8055
C -4.2482 5.0029 -1.0014
C -2.8468 4.4517 -0.7537
C -1.9303 5.5661 -0.2825
O -2.9590 3.4678 0.2774
B -2.9944 2.2237 -0.3325
O -2.7539 2.3019 -1.6951
C -2.2884 3.6345 -1.9641
C -0.7650 3.6087 -1.9899
C -2.8236 4.0675 -3.3161
H -4.6495 5.3562 -0.0504
H -4.9122 4.2238 -1.3811
H -4.2346 5.8339 -1.7101
H -2.4211 6.1378 0.5075
H -1.7040 6.2450 -1.1101
H -0.9939 5.1688 0.1100
H -0.3489 3.3675 -1.0085
H -0.3557 4.5637 -2.3276
H -0.4399 2.8208 -2.6684
H -3.9061 3.9621 -3.3744
H -2.3761 3.4412 -4.0895
H -2.5544 5.1087 -3.5174
C 3.5708 -1.7949 6.7659
C 2.8321 -1.4777 5.4891
C 2.0129 -2.4200 4.8831
C 1.2892 -2.1325 3.7262
C 0.4450 -3.2019 3.0799
C 1.3769 -0.8480 3.1822
C 2.2116 0.1100 3.7632
C 2.3306 1.4910 3.1613
C 2.9325 -0.2200 4.9051
C 0.5488 -0.4733 1.9672
O 0.7552 -1.1814 0.9256
O -0.2127 0.4926 2.0623
H 3.6464 -2.8730 6.9190
H 3.0544 -1.3738 7.6337
H 4.5813 -1.3797 6.7548
H 1.9341 -3.4144 5.3163
H 0.3512 -4.0670 3.7398
H 0.8877 -3.5189 2.1344
H -0.5508 -2.8382 2.8283
H 2.5469 1.4369 2.0910
H 3.1227 2.0580 3.6549
H 1.3817 2.0226 3.2579
H 3.5856 0.5269 5.3514
*
```

A molecular structure, C19H33N3O6STi, computed with wB97M-V/def2-TZVPD.

Kohn-Sham gap (spin up / spin down) in eV: 8.10 / 4.75
Lowest unoccupied orbital energy (spin up / spin down) in eV: -9.330 / -12.677
DFT total energy in eV: -70917.0007

```
! RIJCOSX wB97M-V def2-TZVPD def2/J DEFGRID3
* xyz 3 2
Ti -0.0781 0.4717 0.1308
C 0.2466 1.4470 3.4323
C 1.0126 0.1919 3.7907
O 1.3837 -0.3404 2.5420
C 2.1279 -1.5358 2.5302
C 2.1497 -1.9537 1.0580
O 2.0541 -0.8009 0.2073
C 3.2362 0.0082 0.2357
C 2.8407 1.3685 -0.2620
O 1.7111 1.7824 0.5478
C 1.5101 3.2127 0.6127
C 0.6079 3.6027 -0.5349
O -0.3246 2.5212 -0.6582
C -1.6815 2.6610 -0.1427
C -2.0419 1.2043 -0.1898
O -0.8778 -0.8997 0.8973
C -1.5972 -1.0423 2.1088
C -1.7587 0.3336 2.7637
O -0.6829 1.2011 2.3432
H 0.9323 2.2117 3.0834
H -0.3081 1.8404 4.2842
H 0.4098 -0.5249 4.3603
H 1.8826 0.4585 4.3995
H 1.6491 -2.3168 3.1304
H 3.1311 -1.3760 2.9368
H 1.2788 -2.5615 0.8190
H 3.0545 -2.5149 0.8174
H 4.0127 -0.4292 -0.3961
H 3.6028 0.0882 1.2595
H 2.5463 1.3470 -1.3155
H 3.6616 2.0740 -0.1354
H 2.4723 3.7226 0.5912
H 1.0278 3.4151 1.5658
H 1.1424 3.6812 -1.4817
H 0.0845 4.5399 -0.3466
H -2.2501 3.3529 -0.7688
H -1.6483 3.0469 0.8773
H -2.2876 0.8732 -1.1987
H -2.8163 0.8982 0.5000
H -1.0414 -1.7449 2.7326
H -2.5777 -1.4754 1.8992
H -1.7685 0.2459 3.8492
H -2.6895 0.8102 2.4692
C -1.1284 1.6218 -3.4598
C -0.3209 0.4108 -3.1408
N 0.1071 -0.0924 -1.9721
C 0.7987 -1.2649 -2.2916
C 0.7953 -1.4477 -3.6277
N 0.0897 -0.3857 -4.1379
H -1.1831 2.3092 -2.6299
H -2.1408 1.3368 -3.7524
H -0.6806 2.1445 -4.3056
H 1.2623 -1.8723 -1.5412
H 1.2438 -2.2013 -4.2505
H -0.0842 -0.2066 -5.1161
S -4.0425 -4.7384 -2.6870
C -2.7599 -5.3211 -1.8222
C -1.9287 -4.2459 -1.3475
N -2.3322 -3.0184 -1.6844
C -3.4332 -3.0998 -2.3913
H -2.5907 -6.3776 -1.6567
H -1.0389 -4.4037 -0.7535
H -3.9715 -2.2432 -2.7772
*
```

A molecular structure, C37H24BF9InN2O2P, computed with wB97M-V/def2-TZVPD.

Kohn-Sham gap in eV: 7.05
Lowest unoccupied orbital energy in eV: -6.569
DFT total energy in eV: -85421.1611

```
! RIJCOSX wB97M-V def2-TZVPD def2/J DEFGRID3
* xyz 2 1
In 1.1348 -0.6158 0.2638
C 0.8880 -0.9375 4.7382
C 1.0231 0.3761 5.1569
C 1.1768 1.3827 4.2166
C 1.1934 1.0599 2.8723
N 1.0486 -0.2167 2.4758
C 0.9041 -1.1925 3.3845
C 1.3814 2.0755 1.7940
C 1.4960 3.4286 2.0458
C 1.6531 4.3077 0.9835
C 1.7143 3.8155 -0.3093
C 1.6153 2.4517 -0.4894
N 1.4425 1.6076 0.5363
H 0.7756 -1.7495 5.4431
H 1.0148 0.6189 6.2114
H 1.2859 2.4067 4.5422
H 0.8056 -2.2017 3.0067
H 1.4644 3.8123 3.0549
H 1.7272 5.3721 1.1681
H 1.8335 4.4706 -1.1614
H 1.6806 2.0132 -1.4761
O 3.9697 -1.2840 -1.3154
B 3.2062 -1.2829 -0.1863
O 3.9408 -1.3295 0.9826
C 5.2734 -1.3881 0.5357
C 6.4221 -1.4603 1.2837
C 7.6143 -1.4925 0.5637
C 7.6265 -1.4583 -0.8290
C 6.4485 -1.3937 -1.5682
C 5.2868 -1.3581 -0.8390
H 6.4008 -1.4970 2.3650
H 8.5520 -1.5511 1.1004
H 8.5739 -1.4853 -1.3507
H 6.4456 -1.3813 -2.6499
F -7.5644 -1.4461 1.9521
C -6.4907 -1.9076 2.5931
F -6.4505 -1.3440 3.8066
F -6.6380 -3.2259 2.7609
C -5.2150 -1.6152 1.8331
C -4.0058 -1.8266 2.4755
C -2.8225 -1.5793 1.7996
C -2.8657 -1.1190 0.4874
C -4.0812 -0.9036 -0.1580
C -5.2607 -1.1613 0.5210
P -1.3666 -0.6898 -0.4038
C -1.3173 -1.5714 -1.9791
C -0.3364 -1.2218 -2.9115
C -0.2041 -1.9339 -4.0883
C -1.0380 -3.0190 -4.3237
C -1.9946 -3.3925 -3.3957
C -2.1359 -2.6698 -2.2174
C -0.8486 -3.8396 -5.5798
F -0.4081 -3.0805 -6.5871
F 0.0554 -4.8032 -5.3657
F -1.9890 -4.4193 -5.9577
C -1.5434 1.0932 -0.7432
C -1.6184 1.6561 -2.0131
C -1.6880 3.0374 -2.1493
C -1.6950 3.8437 -1.0216
C -1.6755 3.2866 0.2497
C -1.5898 1.9126 0.3854
C -1.6966 5.3437 -1.2004
F -1.4775 5.9742 -0.0399
F -2.8486 5.7819 -1.7025
F -0.7173 5.7063 -2.0468
H -3.9922 -2.1822 3.4982
H -1.8734 -1.7497 2.2932
H -4.1142 -0.5328 -1.1765
H -6.2140 -1.0046 0.0356
H 0.3196 -0.3764 -2.7371
H 0.5372 -1.6506 -4.8241
H -2.6322 -4.2453 -3.5910
H -2.8872 -2.9669 -1.4969
H -1.6185 1.0336 -2.8981
H -1.7313 3.4862 -3.1350
H -1.7178 3.9247 1.1217
H -1.5677 1.4744 1.3795
*
```

Energy relative to the best compared isomer or geometry (same formula, charge and spin) list, top to bottom, in kcal per mole: 61.5 69.5 31.8 35.3 89.9 11.6